{
  "formula": "C8H21N3NaO7S",
  "method": "the ωB97M-V functional and the def2-TZVPD basis",
  "symbols": ["Na", "N", "O", "O", "O", "N", "O", "O", "O", "C", "C", "N", "C", "C", "C", "C", "H", "H", "H", "H", "H", "H", "H", "H", "H", "H", "H", "H", "H", "H", "H", "C", "S", "O", "C", "H", "H", "H", "H", "H", "H"],
  "xyz": [[0.3555, -0.9120, 1.0429], [-1.0451, -3.4303, 1.9425], [-0.5374, -3.6490, 0.8698], [-1.5175, -4.2943, 2.6280], [-1.0225, -2.2649, 2.3798], [3.2476, -0.1348, 2.0983], [4.3556, 0.2967, 2.3919], [2.5705, 0.3694, 1.2538], [2.8654, -1.2512, 2.3995], [0.7150, 0.9607, -3.2439], [0.5250, 0.6283, -1.7542], [-0.2824, -0.5969, -1.4855], [0.2447, -1.8013, -2.1391], [1.6618, -2.0703, -1.7086], [-1.6797, -0.2916, -1.7309], [-2.6586, -1.3668, -1.1598], [1.3909, 1.7996, -3.4098], [-0.1545, 1.4008, -3.7322], [1.1459, 0.1535, -3.8362], [1.4810, 0.5889, -1.2322], [0.0576, 1.5003, -1.2968], [-0.2485, -2.7296, -1.8505], [0.2240, -1.6694, -3.2209], [1.9689, -3.0498, -2.0752], [2.3158, -1.3206, -2.1539], [1.8329, -2.0698, -0.6322], [-1.9181, -0.2424, -2.7934], [-1.8905, 0.6973, -1.3238], [-2.5816, -1.4893, -0.0794], [-2.3809, -2.3140, -1.6221], [-3.6788, -1.0622, -1.3931], [0.7097, 3.5045, 2.2189], [-1.0125, 2.8078, 1.7550], [-0.7458, 1.3648, 1.2834], [-1.7450, 2.7749, 3.4367], [0.6095, 4.5645, 2.4521], [1.3732, 3.3075, 1.3768], [1.2482, 2.9813, 3.0091], [-2.7462, 2.3591, 3.3237], [-1.8018, 3.7921, 3.8244], [-1.2509, 2.1584, 4.1875]],
  "atomic_forces_ev_per_a": [[0.1, 0.0, 0.4], [0.3, 1.2, 1.3], [1.2, -0.7, -3.1], [-1.2, -2.2, 1.2], [-0.1, 2.0, 0.4], [2.1, -2.6, -0.8], [0.7, 1.0, 1.2], [-3.0, 4.5, -3.4], [-0.3, -2.8, 2.7], [0.4, 0.7, -0.2], [0.1, -0.1, -0.5], [0.3, 0.9, 0.6], [0.2, 0.1, 0.6], [0.9, 0.3, -0.4], [-1.0, -1.1, 0.4], [1.0, 0.8, -0.1], [0.6, 0.0, 0.6], [-0.6, -0.7, 0.0], [-0.3, -0.1, 0.0], [0.2, -0.4, -0.2], [-0.4, -0.3, 0.2], [-0.9, 0.5, 0.0], [-0.2, -0.3, -0.3], [0.1, 0.0, 0.0], [0.3, -0.1, 0.1], [-0.2, 0.0, 0.0], [0.1, 0.1, -0.5], [0.0, -0.1, 0.2], [0.2, 0.1, 0.0], [-0.5, -0.1, 0.0], [0.0, -0.2, -0.2], [-0.6, -0.6, -0.3], [2.3, -1.8, 0.4], [-0.7, 2.2, 0.8], [-0.1, -0.3, -0.1], [0.0, 0.0, -0.1], [-0.4, 0.3, -0.4], [-0.7, -0.2, 0.4], [-0.1, 0.2, -0.1], [0.0, 0.1, -0.2], [0.5, -0.1, -0.4]],
  "mulliken_charge": [0.673, 1.153, -0.647, -0.710, -0.730, 0.997, -0.714, -0.545, -0.662, -1.444, -0.278, 0.799, -0.622, -1.277, -0.711, -1.209, 0.470, 0.341, 0.270, 0.302, 0.153, 0.348, 0.414, 0.420, 0.318, 0.247, 0.313, 0.388, 0.185, 0.335, 0.427, -0.939, 0.397, -0.488, -0.974, 0.386, 0.282, 0.304, 0.323, 0.391, 0.314],
  "orbital_gap_ev": 7.11,
  "homo_ev": -5.13,
  "charge": -1,
  "lumo_ha": 0.0726
}



{
  "formula": "C8H21N5OPtSe",
  "method": "the ωB97M-V functional and the def2-TZVPD basis",
  "symbols": ["Pt", "C", "N", "C", "C", "N", "N", "C", "N", "N", "H", "H", "H", "H", "H", "H", "H", "H", "H", "H", "H", "Se", "C", "C", "O", "C", "C", "H", "H", "H", "H", "H", "H", "H", "H", "H", "H"],
  "xyz": [[-0.2010, 1.7636, 1.5016], [2.6338, -2.1704, 1.0559], [1.2023, -2.3881, 1.1863], [0.8661, -3.3571, 2.2285], [0.4067, -1.2516, 1.0988], [0.8217, -0.0475, 1.1369], [-0.9295, -1.5492, 0.8769], [-1.9976, -0.6687, 0.8487], [-3.2129, -1.3136, 0.7702], [-1.8282, 0.5934, 0.8127], [3.1121, -3.1308, 0.8741], [3.0803, -1.7302, 1.9571], [2.8364, -1.5206, 0.2062], [1.4758, -4.2459, 2.0797], [-0.1772, -3.6608, 2.1782], [1.0603, -2.9606, 3.2314], [1.8042, 0.0264, 1.3606], [-1.1267, -2.5110, 0.6645], [-3.2825, -2.2078, 1.2275], [-4.0263, -0.7336, 0.8900], [-2.6945, 1.1160, 0.8119], [0.0775, 3.6591, 2.6195], [-2.0280, 3.1406, -1.7386], [-1.2111, 2.0021, -2.3056], [0.0567, 2.0189, -1.6928], [0.9346, 1.0441, -2.1999], [2.3181, 1.3257, -1.6549], [-3.0781, 3.0373, -2.0210], [-1.6664, 4.1018, -2.1037], [-1.9439, 3.1561, -0.6510], [-1.0994, 2.1046, -3.3945], [-1.7009, 1.0336, -2.1181], [0.9342, 1.0730, -3.2987], [0.5887, 0.0415, -1.9006], [2.7825, 2.1643, -2.1735], [2.9675, 0.4538, -1.7647], [2.2447, 1.5913, -0.5997]],
  "atomic_forces_ev_per_a": [[-0.2, -0.4, 0.3], [0.0, 0.0, 0.1], [0.0, -0.1, -0.1], [0.0, 0.0, 0.0], [-0.1, 0.1, -0.2], [0.2, 0.0, 0.1], [-0.1, 0.0, 0.4], [0.2, -0.1, -0.2], [0.0, 0.0, -0.1], [-0.2, 0.1, 0.1], [0.0, 0.0, 0.0], [0.0, 0.0, 0.0], [0.0, 0.0, 0.0], [0.0, 0.0, 0.0], [0.0, 0.0, 0.0], [0.0, 0.0, 0.0], [0.0, 0.0, 0.0], [0.0, 0.0, -0.1], [0.0, 0.0, 0.0], [0.0, 0.0, 0.0], [0.0, 0.0, 0.0], [0.1, 0.3, -0.1], [-0.1, 0.1, 0.0], [0.0, -0.1, 0.1], [0.1, 0.2, -0.3], [-0.1, 0.0, 0.1], [0.1, 0.0, 0.0], [0.0, 0.0, 0.0], [0.0, 0.0, 0.0], [0.0, 0.0, 0.0], [0.0, 0.0, 0.0], [0.0, 0.0, 0.0], [0.0, 0.0, 0.0], [0.0, 0.0, 0.0], [0.0, 0.0, 0.0], [0.0, 0.0, 0.0], [0.0, 0.0, 0.0]],
  "mulliken_charge": [0.483, -1.056, 0.036, -1.066, 0.242, -0.495, -0.169, 0.379, -0.490, -0.575, 0.299, 0.417, 0.310, 0.404, 0.294, 0.329, 0.245, 0.307, 0.200, 0.252, 0.185, -0.517, -1.218, -0.233, -0.216, -0.176, -1.162, 0.345, 0.344, 0.218, 0.443, 0.202, 0.437, 0.136, 0.363, 0.316, 0.190],
  "orbital_gap_ev": [5.72, 5.72],
  "homo_ev": [-5.80, -5.80],
  "lumo_ha": [-0.0029, -0.0031],
  "e_above_lowest_kj_mol": 9.4
}



{
  "formula": "C8H22AgBr2N2O2",
  "method": "the ωB97M-V functional and the def2-TZVPD basis",
  "symbols": ["Ag", "Br", "Br", "C", "C", "C", "O", "C", "N", "H", "H", "H", "H", "H", "H", "H", "H", "H", "H", "H", "C", "C", "C", "O", "C", "N", "H", "H", "H", "H", "H", "H", "H", "H", "H", "H", "H"],
  "xyz": [[10.4541, 21.6066, -2.1957], [6.3868, 20.6361, 0.6417], [14.0440, 22.2335, -5.3649], [10.3985, 27.6167, 0.2220], [10.9435, 26.2420, -0.0286], [11.3715, 25.5586, 1.3430], [11.8574, 24.2532, 1.0255], [12.5845, 23.5848, 2.1062], [10.0138, 25.4702, -0.7588], [10.2363, 28.1661, -0.7053], [11.1517, 28.1951, 0.7570], [9.4148, 27.5929, 0.6909], [11.8835, 26.3286, -0.5736], [10.5561, 25.4961, 2.0636], [12.2081, 26.1359, 1.7365], [11.9615, 23.1528, 2.8894], [13.3502, 24.2223, 2.5483], [13.1021, 22.7868, 1.5738], [9.7468, 25.9975, -1.5778], [9.1669, 25.4495, -0.2088], [9.4230, 15.9616, -4.9088], [9.6003, 17.4635, -4.7289], [8.2762, 18.2384, -5.1596], [8.5400, 19.6534, -5.1237], [7.7335, 20.5418, -5.8965], [10.0253, 17.8158, -3.3789], [10.2120, 15.3699, -4.4445], [9.4624, 15.7052, -5.9675], [8.4820, 15.5469, -4.5473], [10.3586, 17.6760, -5.4826], [7.4701, 17.8924, -4.5127], [8.0049, 18.0253, -6.1935], [7.0719, 21.0319, -5.1821], [7.1880, 20.0327, -6.6911], [8.4392, 21.2462, -6.3367], [10.8384, 17.2750, -3.1211], [9.3544, 17.4408, -2.7237]],
  "atomic_forces_ev_per_a": [[-0.6, -0.2, 0.3], [0.5, 0.1, -0.3], [0.0, 0.0, 0.0], [0.4, 0.9, -0.1], [1.3, 0.1, 1.9], [0.1, -0.4, -1.7], [0.4, -0.3, 1.2], [-0.2, 0.3, -1.5], [-0.8, -1.3, -0.8], [0.1, -0.1, -0.3], [-0.4, 0.3, 0.5], [0.2, 0.0, 0.5], [0.0, -0.1, -0.2], [-0.2, 0.1, 0.1], [-0.1, 0.3, 0.3], [-0.3, 0.2, -0.1], [-0.1, 0.3, 0.0], [0.0, -0.1, 0.3], [0.0, 0.0, -0.3], [-0.4, -0.4, 0.1], [-0.5, -0.7, -0.5], [-1.1, -0.2, -0.9], [1.6, 0.4, 0.0], [0.3, -0.8, 0.4], [0.5, -0.6, 0.8], [0.0, 0.4, 0.2], [0.2, 0.3, 0.2], [-0.1, 0.0, -0.2], [-0.2, 0.2, 0.3], [0.3, 0.8, 0.4], [-0.3, 0.4, 0.3], [0.1, -0.6, -0.1], [-0.3, 0.2, -0.4], [-0.1, 0.0, 0.0], [-0.2, 0.2, -0.1], [0.5, 0.0, -0.3], [-0.6, 0.2, 0.2]],
  "mulliken_charge": [0.778, -0.835, 0.001, -1.465, 0.280, -0.792, -0.256, -0.744, -0.540, 0.404, 0.378, 0.377, 0.244, 0.373, 0.375, 0.289, 0.309, 0.234, 0.273, 0.282, -1.465, 0.374, -0.735, -0.271, -0.696, -0.582, 0.393, 0.375, 0.342, 0.262, 0.326, 0.373, 0.268, 0.320, 0.209, 0.267, 0.275],
  "orbital_gap_ev": [3.45, 1.90],
  "homo_ev": [-6.47, -6.44],
  "multiplicity": 2,
  "s_squared": 0.752,
  "lumo_ha": [-0.1109, -0.1670],
  "e_above_lowest_kj_mol": 648.9
}



{
  "formula": "C8H22AlAsF8N3O6S2",
  "method": "the ωB97M-V functional and the def2-TZVPD basis",
  "symbols": ["Al", "As", "F", "F", "F", "F", "F", "F", "N", "S", "O", "O", "F", "S", "O", "O", "F", "C", "C", "C", "O", "C", "N", "H", "H", "H", "H", "H", "H", "H", "H", "H", "H", "H", "C", "C", "C", "O", "C", "N", "H", "H", "H", "H", "H", "H", "H", "H", "H", "H", "H"],
  "xyz": [[1.7260, -0.7766, 0.1901], [-0.9728, 2.4473, 3.6388], [-2.4252, 1.3899, 3.4510], [-0.7255, 2.1200, 1.8659], [0.5332, 3.3367, 3.6200], [-1.0070, 2.6684, 5.4236], [0.1049, 1.0267, 3.7656], [-1.9005, 4.0142, 3.3164], [-0.5153, -1.8779, -2.9977], [-1.6380, -1.0014, -3.7405], [-2.9862, -1.0411, -3.1189], [-1.4989, -0.6627, -5.1945], [-1.1818, 0.4218, -3.1537], [-0.7821, -3.1954, -4.0688], [-0.0545, -3.1872, -5.3457], [-2.0185, -3.9372, -3.8350], [0.2452, -4.1655, -3.2975], [-4.0054, -3.5419, 1.1998], [-2.6608, -3.1147, 1.9043], [-1.4923, -4.2323, 1.7601], [-0.2600, -3.6923, 2.2295], [-0.1165, -4.0013, 3.6587], [-2.2230, -1.9759, 1.2260], [-3.8140, -3.8733, 0.1792], [-4.7109, -2.7195, 1.0818], [-4.7325, -4.1413, 1.7477], [-2.8048, -2.9016, 2.9635], [-1.3680, -4.6386, 0.7563], [-1.9466, -5.0413, 2.3321], [0.8887, -3.7284, 3.9800], [-0.2852, -5.0708, 3.7844], [-0.8439, -3.4943, 4.2926], [-2.6613, -1.1371, 1.5788], [-2.7192, -2.0082, 0.3469], [3.2504, 5.4651, -0.3730], [2.6315, 4.0947, -0.7082], [3.0285, 3.6106, -2.1053], [2.6558, 2.1750, -2.2824], [2.8122, 1.6929, -3.6218], [3.0310, 3.2507, 0.3923], [3.2684, 6.2184, -1.1606], [4.2798, 5.3339, -0.0396], [2.7831, 5.9359, 0.4919], [1.5439, 4.0236, -0.6966], [4.0903, 3.8021, -2.2607], [2.5202, 4.2325, -2.8421], [2.3297, 0.7277, -3.7755], [3.8495, 1.7279, -3.9547], [2.2900, 2.2840, -4.3741], [2.5080, 3.6333, 1.1671], [3.9802, 3.5244, 0.6027]],
  "atomic_forces_ev_per_a": [[-0.2, 0.5, 0.2], [0.3, 0.8, -0.6], [1.3, 1.1, 0.8], [-0.4, 0.7, 0.5], [-0.4, 0.4, -0.2], [-0.6, -0.6, -2.3], [-0.9, -0.2, 0.6], [1.2, -2.8, 0.5], [-1.6, -1.5, -2.7], [-3.2, 7.9, -0.9], [2.8, -1.4, -1.5], [-0.4, -2.5, 3.8], [0.5, -0.8, 0.3], [3.6, -6.4, -0.6], [-2.5, 1.3, 2.3], [1.4, 2.6, -0.8], [-0.4, 0.7, 0.5], [-0.5, 0.0, -0.1], [-0.4, -0.1, -0.1], [0.4, 0.1, 0.3], [-1.9, -1.4, 1.1], [0.3, -0.3, -0.5], [-1.9, 0.8, -0.8], [0.0, -0.5, 0.2], [0.7, 1.0, 0.0], [0.9, -1.1, 0.3], [0.3, -0.2, 0.0], [-0.1, 0.8, -0.3], [0.6, -0.2, 0.6], [-0.1, 0.0, -0.2], [0.2, 0.0, 0.0], [-0.1, 0.4, -0.3], [0.9, 1.0, 1.1], [0.8, -0.1, -1.3], [0.0, 0.7, 0.1], [-0.8, -0.4, -0.7], [0.0, -1.1, 0.0], [0.4, 1.5, -0.2], [-0.3, 0.7, -0.3], [0.3, 0.3, 0.0], [-0.2, -0.2, -0.3], [0.2, -0.1, -0.3], [-0.4, -0.2, -0.1], [-0.1, 0.7, 0.0], [0.3, -0.6, -0.1], [-0.2, -0.2, -0.1], [0.4, -0.2, 0.7], [0.2, -0.4, 0.3], [-0.3, 0.7, 0.2], [-0.5, -0.7, 0.8], [0.6, -0.7, 0.2]],
  "mulliken_charge": [0.994, 1.953, -0.487, -0.529, -0.458, -0.468, -0.502, -0.498, -0.058, 1.083, -0.468, -0.462, -0.242, 1.044, -0.451, -0.471, -0.272, -1.536, 0.325, -0.645, -0.215, -0.707, -0.323, 0.442, 0.489, 0.372, 0.348, 0.382, 0.371, 0.271, 0.348, 0.312, 0.310, 0.271, -1.433, 0.319, -0.896, -0.208, -0.737, -0.437, 0.345, 0.463, 0.419, 0.394, 0.392, 0.393, 0.239, 0.331, 0.318, 0.301, 0.273],
  "orbital_gap_ev": 1.88,
  "homo_ev": -12.77,
  "charge": 1,
  "lumo_ha": -0.4001,
  "e_above_lowest_kj_mol": 0.0
}



- Which formula does entry 4 have?
  C8H22AlAsF8N3O6S2



- Which formula does entry 3 have?
  C8H22AgBr2N2O2